No. 1
# C26H50CrNP3S

C26H50CrNP3S as an isolated structure (the ωB97M-V functional and the def2-TZVPD basis, the Open Molecules 2025 dataset).

The value obtained for the HOMO energy (alpha / beta) is -16.12 / -16.88 eV. The calculation puts the frontier orbital gap (alpha / beta) at 5.69 / 6.75 eV. The multiplicity is 4. The charge is +3.

Element x y z (Å)
1 Cr -0.666 -0.032 -0.793
2 P 1.910 0.537 0.430
3 P -2.344 1.378 -0.344
4 P 0.453 1.281 -2.502
5 H 0.606 -4.283 -1.450
6 C 1.622 -3.857 -1.471
7 C 2.120 -3.171 -0.435
8 H 1.493 -2.665 0.314
9 C 2.605 -0.324 1.909
10 C 2.083 2.230 1.188
11 C 3.504 0.538 -0.502
12 C -3.709 0.603 -1.283
13 C -3.138 1.699 1.268
14 C -2.274 3.106 -0.949
15 C 1.841 0.508 -3.422
16 C 1.153 2.935 -2.128
17 C -0.667 1.763 -3.896
18 H 2.112 -3.816 -2.449
19 H 3.209 -2.974 -0.268
20 H 2.719 -1.399 1.707
21 H 1.954 -0.192 2.789
22 H 3.612 0.090 2.112
23 H 1.330 2.410 1.967
24 H 1.984 3.006 0.419
25 H 3.081 2.301 1.651
26 H 3.492 -0.275 -1.231
27 H 4.330 0.374 0.200
28 H 3.648 1.493 -1.016
29 H -4.575 1.270 -1.309
30 H -3.978 -0.346 -0.807
31 H -3.389 0.380 -2.305
32 H -4.005 2.382 1.259
33 H -2.424 2.110 1.987
34 H -3.510 0.769 1.701
35 H -3.161 3.708 -0.709
36 H -2.144 3.166 -2.026
37 H -1.434 3.625 -0.490
38 H 1.613 0.505 -4.496
39 H 1.987 -0.530 -3.096
40 H 2.767 1.077 -3.259
41 H 1.151 3.518 -3.056
42 H 2.186 2.885 -1.776
43 H 0.559 3.478 -1.386
44 H -0.379 1.228 -4.808
45 H -0.555 2.840 -4.071
46 H -1.715 1.519 -3.686
47 C -1.022 -2.513 -4.413
48 C -2.134 -2.436 -5.330
49 C -2.186 -3.265 -6.463
50 C -1.151 -4.190 -6.684
51 C -0.160 -4.375 -5.707
52 C -0.098 -3.577 -4.590
53 S -0.861 -1.323 -3.298
54 H -1.281 -1.476 -0.900
55 H -2.871 -1.630 -5.180
56 H -3.017 -3.086 -7.143
57 H -1.111 -4.713 -7.639
58 H 0.614 -5.135 -5.878
59 H 0.694 -3.675 -3.867
60 C 0.783 -3.599 2.935
61 N -0.492 -4.247 2.421
62 C -1.298 -4.802 3.584
63 C -1.230 -3.359 1.337
64 C -1.449 -1.978 1.816
65 C -2.243 -1.881 2.978
66 C -2.064 -0.865 3.890
67 C -1.136 0.126 3.548
68 C -0.636 0.183 2.240
69 C -0.862 -0.804 1.285
70 H 0.532 -2.672 3.436
71 H 1.431 -3.416 2.085
72 H 1.290 -4.267 3.626
73 H -0.207 -5.101 1.909
74 H -1.574 -4.005 4.282
75 H -2.196 -5.308 3.181
76 H -0.660 -5.537 4.112
77 H -0.535 -3.402 0.523
78 H -2.164 -3.853 1.042
79 H -2.978 -2.677 3.209
80 H -2.522 -0.884 4.887
81 H -0.731 0.794 4.348
82 H 0.011 1.050 1.996

Force components x, y, z for each atom (eV/Å):
3.31 -2.11 0.83
1.18 0.91 0.89
-3.09 2.47 0.46
0.32 1.39 -1.42
0.28 0.68 -0.19
-0.42 0.95 0.10
0.72 0.47 0.13
0.03 -1.05 0.06
-0.48 -0.78 0.27
-0.40 0.14 -0.30
-0.36 -0.20 -0.61
0.34 -0.36 -0.22
0.04 -0.36 0.94
0.36 0.25 -0.34
0.34 -0.46 0.15
0.03 0.25 0.31
-0.41 -0.05 0.02
0.50 -1.14 0.64
-0.99 0.22 -0.84
0.00 0.28 0.16
0.31 -0.09 -0.33
-0.69 -0.12 -0.10
0.28 0.03 -0.21
0.05 -0.12 0.31
-0.37 -0.07 -0.25
0.23 0.11 0.00
-0.26 0.14 -0.23
0.04 -0.24 0.02
0.11 -0.01 0.08
-0.03 0.19 -0.04
-0.11 0.05 0.05
0.46 -0.17 -0.71
-0.03 -0.01 -0.20
0.18 -0.13 -0.03
0.01 -0.58 0.12
0.09 -0.10 -0.12
0.09 -0.03 0.10
0.06 0.01 0.37
0.06 0.27 -0.15
-0.30 -0.19 -0.04
0.07 -0.15 0.18
-0.21 -0.09 -0.01
0.10 -0.08 -0.17
-0.10 0.13 0.27
-0.16 -0.30 0.01
0.22 0.17 -0.12
-1.29 -1.62 -1.43
0.17 -0.12 -0.68
0.01 1.04 1.15
-0.57 0.48 -0.10
0.64 -0.37 -0.07
0.15 0.12 -0.24
0.21 1.49 1.74
-0.32 -0.37 0.28
0.36 -0.62 -0.11
0.35 -0.36 -0.09
-0.01 -0.11 0.37
-0.40 0.36 0.15
0.07 -0.13 -0.08
-0.37 -0.17 -0.40
0.02 -0.31 0.02
-0.21 -0.22 -0.11
-0.10 -0.83 0.21
-1.03 0.63 0.34
-0.24 -0.86 -0.03
0.57 0.86 0.27
0.57 0.04 0.87
0.24 1.07 0.48
0.18 -0.60 -0.33
-0.13 0.10 0.04
-0.03 0.03 0.07
-0.19 -0.15 0.01
-0.08 0.60 0.13
0.15 -0.21 -0.32
0.48 0.32 0.26
-0.34 0.41 -0.39
0.24 0.09 -0.64
0.27 -0.28 0.34
0.72 0.35 -0.15
0.01 0.06 -0.58
-0.65 -0.32 -0.97
-0.83 -0.54 0.15

No. 2
# C26H50N2O3OsP2

C26H50N2O3OsP2 as an isolated structure (the ωB97M-V functional and the def2-TZVPD basis, the Open Molecules 2025 dataset).

The value obtained for the HOMO energy (alpha / beta) is -18.68 / -21.29 eV. The calculation puts the frontier orbital gap (alpha / beta) at 6.10 / 4.23 eV. The multiplicity is 5. The charge is +4.

Element x y z (Å)
1 Os 0.371 0.665 -0.254
2 C 1.126 0.370 -1.953
3 O 1.643 0.281 -3.003
4 C 1.053 2.404 -0.277
5 O 1.457 3.499 -0.229
6 P -1.725 1.354 -1.327
7 C -2.966 2.123 -0.173
8 H -3.776 2.500 -0.823
9 C -1.492 2.724 -2.599
10 H -0.643 3.280 -2.160
11 C -2.719 -0.012 -2.107
12 H -2.921 -0.672 -1.246
13 C 2.808 -2.052 0.249
14 P 2.384 -0.294 0.734
15 H 3.517 -0.403 2.843
16 H 1.918 -2.614 0.579
17 C 4.035 0.554 0.425
18 H 4.765 -0.246 0.622
19 C -1.074 2.223 -3.980
20 H -1.916 1.765 -4.514
21 H -0.234 1.524 -3.955
22 H -0.760 3.093 -4.572
23 C -2.672 3.688 -2.758
24 H -2.465 4.357 -3.605
25 H -2.839 4.320 -1.880
26 H -3.595 3.143 -2.994
27 C -4.067 0.444 -2.670
28 H -4.688 0.968 -1.934
29 H -4.625 -0.452 -2.981
30 H -3.949 1.073 -3.564
31 C -1.956 -0.841 -3.149
32 H -2.329 -1.875 -3.112
33 H -0.873 -0.870 -2.973
34 H -2.127 -0.466 -4.168
35 C -3.579 1.119 0.808
36 H -4.323 0.468 0.328
37 H -4.085 1.673 1.613
38 H -2.806 0.483 1.262
39 C -2.347 3.308 0.575
40 H -1.606 2.959 1.308
41 H -3.147 3.832 1.121
42 H -1.864 4.032 -0.093
43 C 4.040 -2.587 0.991
44 H 4.100 -2.278 2.037
45 H 4.971 -2.286 0.494
46 H 4.007 -3.687 0.980
47 C 2.979 -2.307 -1.253
48 H 3.947 -1.940 -1.622
49 C 1.803 0.816 3.281
50 H 2.191 -1.860 -1.862
51 H 2.946 -3.394 -1.428
52 C 1.836 -1.687 3.193
53 H 0.712 0.705 3.360
54 H 2.201 0.898 4.306
55 H 2.027 1.759 2.769
56 C 2.439 -0.403 2.604
57 H 1.718 -1.554 4.278
58 H 2.467 -2.567 3.037
59 H 0.843 -1.894 2.768
60 C 4.334 1.705 1.386
61 H 3.625 2.537 1.261
62 H 5.341 2.086 1.166
63 H 4.332 1.396 2.436
64 C 4.251 1.014 -1.017
65 H 4.031 0.244 -1.763
66 H 5.308 1.291 -1.135
67 H 3.652 1.905 -1.255
68 H 0.119 0.895 1.466
69 H -0.656 1.199 1.076
70 N -2.870 -3.847 3.771
71 C -2.353 -2.656 3.359
72 O -2.416 -1.627 4.033
73 C -1.714 -2.653 2.002
74 C -1.600 -3.760 1.151
75 C -0.990 -3.569 -0.087
76 C -0.524 -2.307 -0.464
77 N -0.601 -1.236 0.354
78 C -1.223 -1.411 1.553
79 H -3.205 -3.881 4.720
80 H -2.736 -4.709 3.269
81 H -1.983 -4.734 1.436
82 H -0.857 -4.382 -0.796
83 H -0.077 -2.144 -1.449
84 H -1.323 -0.520 2.181

Force components x, y, z for each atom (eV/Å):
-0.98 -0.13 1.81
2.97 -0.76 -6.28
-2.25 0.38 4.45
2.39 5.78 -0.25
-1.59 -4.24 -0.10
-3.17 0.35 -0.85
0.38 -0.07 0.47
0.48 -0.18 0.02
1.72 0.54 -0.34
-0.25 0.03 -0.29
0.70 -0.40 0.43
-0.02 0.18 -0.07
-0.71 0.13 -0.43
2.01 -2.01 1.69
-0.33 0.03 -0.33
0.16 0.02 0.12
0.64 1.95 -0.93
-0.61 -0.47 0.15
0.08 -0.26 -0.08
0.23 0.08 0.16
-0.14 0.08 -0.17
0.00 -0.20 0.15
-0.89 -0.04 0.54
0.18 -0.26 0.18
-0.03 -0.17 -0.27
0.20 0.30 0.01
-0.40 0.22 -0.10
0.12 -0.12 -0.25
0.19 0.21 0.07
-0.02 -0.20 0.31
-0.01 -0.26 -0.17
0.11 0.28 -0.16
-0.16 -0.01 -0.16
0.14 -0.14 0.35
-0.25 -0.01 -0.04
0.23 0.13 0.16
0.15 -0.26 -0.22
-0.22 0.17 0.04
-0.08 0.10 -0.02
-0.17 0.22 0.03
0.37 -0.11 -0.10
-0.07 -0.13 0.25
0.29 -0.15 0.36
0.11 -0.12 -0.27
-0.26 -0.10 0.03
0.03 0.32 -0.06
0.01 -0.12 -0.15
-0.31 -0.14 0.10
0.18 0.20 0.11
0.09 -0.13 0.00
0.13 0.36 0.02
0.07 -0.10 0.11
0.17 0.01 0.09
-0.27 0.02 -0.34
-0.06 -0.07 0.15
-0.65 -0.03 0.12
0.01 -0.05 -0.30
-0.29 0.16 0.05
0.05 0.00 0.12
-0.34 -0.10 0.26
0.29 -0.04 0.02
-0.22 -0.05 -0.09
0.04 0.17 -0.25
-0.20 -0.07 -0.16
0.13 0.09 0.13
-0.25 -0.03 -0.02
0.22 -0.09 0.09
-0.70 0.44 -0.02
0.61 -0.15 0.49
-0.10 0.80 0.84
1.43 -1.71 -4.70
-0.32 1.20 1.65
-2.01 -2.01 3.15
0.50 -0.41 -1.58
-1.76 -3.14 2.09
1.34 3.19 -1.03
-0.68 -0.81 0.51
2.09 3.52 -2.22
-0.49 -0.29 0.72
0.08 -0.49 -0.04
0.19 0.01 -0.32
-0.11 -0.08 0.20
-0.20 -0.19 0.49
0.08 -0.58 -0.14

Result set for energy relative to the best compared isomer or geometry (same formula, charge and spin): 4.525; 0.339 eV, one per record in the order listed.
Result set for electronic energy: -96355.619; -57894.339 eV, one per record in the order listed.
Result set for F_max: 4.0; 7.0 eV/A, one per record in the order listed.